# 1
Density functional theory data (wB97M-V/def2-TZVPD) for the ion C3H8N3O3 with charge +1 in a non-equilibrium geometry.

Last columns: bonded neighbours and bond lengths (Å).
Positions of all 17 atoms, in Å:
1 C -0.87124 -0.41740 0.28513  N4 1.290, N6 1.288, O9 1.697
2 C 0.95431 -1.88014 -0.42489  N4 1.450, H10 1.091, H11 1.089, H12 1.092
3 C -1.18469 2.01663 0.35244  N6 1.452, H13 1.086, H14 1.089, H15 1.093
4 N -0.37109 -1.58914 0.08491  C1 1.290, C2 1.450, H16 1.017
5 N -3.52791 -0.08340 -0.12926  O7 1.176, O8 1.163, O9 1.428
6 N -0.43702 0.78803 0.15650  C1 1.288, C3 1.452, H17 1.018
7 O -3.15584 0.42767 -1.12037  N5 1.176
8 O -4.57141 -0.28997 0.34036  N5 1.163
9 O -2.50080 -0.56981 0.73468  C1 1.697, N5 1.428
10 H 0.89042 -2.76359 -1.06102  C2 1.091
11 H 1.33421 -1.05433 -1.02469  C2 1.089
12 H 1.64984 -2.09104 0.39004  C2 1.092
13 H -0.49018 2.81551 0.59600  C3 1.086
14 H -1.89236 1.89870 1.17139  C3 1.089
15 H -1.72503 2.28126 -0.55979  C3 1.093
16 H -0.94285 -2.38469 0.35864  N4 1.017
17 H 0.52860 0.90283 -0.14409  N6 1.018

Computed properties:
- Gap between HOMO and LUMO: 11.29 eV
- Energy relative to the best compared isomer or geometry (same formula, charge and spin): 93.0 kcal/mol
- Charge: +1
- HOMO: -15.51 eV
- LUMO: -0.1548 Eh

***

# 2
Density functional theory data (wB97M-V/def2-TZVPD) for a cluster of 2 separate species, C3H8N3S in total in a non-equilibrium geometry.

Last columns: bonded neighbours and bond lengths (Å).
Positions of all 15 atoms, in Å:
1 C 0.66742 0.85984 0.79421  N4 1.217, N5 1.245
2 C 3.17676 0.30416 0.95354  C3 1.619, N4 1.480, H8 1.081, H9 1.095
3 C 3.90719 -0.12662 -0.42532  C2 1.619, S7 1.631, H10 1.044
4 N 1.87748 0.99003 0.77614  C1 1.217, C2 1.480
5 N -0.54259 0.70141 0.54881  C1 1.245, H12 1.048
6 N -2.02617 -0.57914 -1.20409  H11 1.071, H13 1.025, H14 1.037, H15 1.062
7 S 5.50961 -0.42544 -0.49289  C3 1.631
8 H 3.04118 -0.44716 1.71910  C2 1.081
9 H 3.80656 1.00740 1.50875  C2 1.095
10 H 3.29266 -0.06874 -1.26710  C3 1.044
11 H -1.21910 -0.25295 -0.58074  N6 1.071
12 H -1.23218 1.06550 1.24908  N5 1.048
13 H -2.51948 0.21281 -1.62771  N6 1.025
14 H -2.67024 -0.93808 -0.47441  N6 1.037
15 H -1.79260 -1.33033 -1.91736  N6 1.062

Computed properties:
- Gap between HOMO and LUMO (spin up / spin down): 6.28 / 8.01 eV
- Expectation value of S²: 2.005
- Energy relative to the best compared isomer or geometry (same formula, charge and spin): 0.0 kcal/mol
- Charge: +1
- HOMO (spin up / spin down): -9.93 / -13.17 eV
- Multiplicity: 3
- LUMO (spin up / spin down): -0.1339 / -0.1898 Eh

***

# 3
Density functional theory data (wB97M-V/def2-TZVPD) for the molecule C3H8N4 in a non-equilibrium geometry.

Last columns: bonded neighbours and bond lengths (Å).
Positions of all 15 atoms, in Å:
1 C 1.96839 -0.38155 0.37190  H4 1.281, H5 1.092, H6 1.165, N12 1.509
2 C -0.28876 -1.22596 -0.67594  H7 1.134, N12 1.347, N13 1.294
3 C -0.64081 1.74156 -0.48502  H10 1.073, H11 1.196, N15 1.232
4 H 2.96101 -0.29157 -0.43206  C1 1.281
5 H 1.82566 -1.45120 0.54079  C1 1.092
6 H 2.37953 0.26467 1.25006  C1 1.165
7 H 0.05531 -2.23042 -1.07303  C2 1.134
8 H -2.78760 -0.45726 1.06596  N14 1.071
9 H -1.24770 0.66114 1.01047  N14 1.129
10 H -1.36640 1.12708 -0.98332  C3 1.073
11 H -0.29544 2.88550 -0.52592  C3 1.196
12 N 0.62259 -0.30501 -0.30739  C1 1.509, C2 1.347, N15 1.373
13 N -1.49159 -1.25857 -0.19877  C2 1.294, N14 1.457
14 N -1.94811 -0.07641 0.52053  H8 1.071, H9 1.129, N13 1.457
15 N 0.25392 0.99798 -0.07826  C3 1.232, N12 1.373

Computed properties:
- Gap between HOMO and LUMO: 9.18 eV
- Energy relative to the best compared isomer or geometry (same formula, charge and spin): 168.4 kcal/mol
- HOMO: -8.18 eV
- LUMO: 0.0368 Eh

***

# 4
Density functional theory data (wB97M-V/def2-TZVPD) for a cluster of 2 separate species, C3H8N4 in total in a non-equilibrium geometry.

Last columns: bonded neighbours and bond lengths (Å).
Positions of all 15 atoms, in Å:
1 C -0.11870 -0.10760 1.10436  C2 1.386, N4 1.359, H8 1.086
2 C -0.22343 0.95173 0.21695  C1 1.386, N5 1.392, H9 1.094
3 N 0.66286 -1.34200 -1.22297  C6 1.405, H11 1.023, H12 1.023
4 N -1.16221 -0.83871 1.57565  C1 1.359, H10 1.013, H13 1.015
5 N 0.64786 2.03760 0.20601  C2 1.392, H14 1.017, H15 1.014
6 C -0.05733 -0.29618 -1.82355  N3 1.405, N7 1.172
7 N -0.52583 0.20706 -2.77232  C6 1.172
8 H 0.83954 -0.34770 1.55525  C1 1.086
9 H -1.24103 1.25901 -0.04369  C2 1.094
10 H -0.96072 -1.75389 1.95950  N4 1.013
11 H 1.66773 -1.17678 -1.12109  N3 1.023
12 H 0.13229 -2.10554 -0.79548  N3 1.023
13 H -2.03117 -0.76871 1.05522  N4 1.015
14 H 0.93206 2.31288 -0.73081  N5 1.017
15 H 1.43807 1.96885 0.83695  N5 1.014

Computed properties:
- Gap between HOMO and LUMO: 7.59 eV
- Energy relative to the best compared isomer or geometry (same formula, charge and spin): 71.6 kcal/mol
- HOMO: -7.10 eV
- LUMO: 0.0180 Eh

***

# 5
Density functional theory data (wB97M-V/def2-TZVPD) for a cluster of 2 separate species, C3H8N4 in total in a non-equilibrium geometry.

Last columns: bonded neighbours and bond lengths (Å).
Positions of all 15 atoms, in Å:
1 C -9.67456 1.03832 -0.07081  N5 1.115, H8 1.152
2 C 3.36905 -0.14226 0.11737  C3 1.486, N4 1.321, N6 1.288
3 C 2.82955 -0.01399 -1.26139  C2 1.486, H9 1.088, H10 1.130, H11 1.121
4 N 4.55646 -0.70142 -0.03501  C2 1.321, N7 1.646
5 N -9.31732 0.50123 0.83876  C1 1.115, H14 1.011
6 N 2.99669 0.61593 1.09019  C2 1.288, H12 0.950, H13 1.088
7 N 4.85280 -2.26152 0.39769  N4 1.646, H15 0.935
8 H -9.88652 1.48728 -1.11000  C1 1.152
9 H 3.54123 -0.39149 -1.99209  C3 1.088
10 H 1.88330 -0.61391 -1.40853  C3 1.130
11 H 2.59440 1.02626 -1.60726  C3 1.121
12 H 2.20421 1.09931 1.29102  N6 0.950
13 H 3.64619 0.65452 1.96208  N6 1.088
14 H -9.23431 0.24244 1.81240  N5 1.011
15 H 5.63882 -2.54070 -0.02444  N7 0.935

Computed properties:
- Gap between HOMO and LUMO (spin up / spin down): 9.78 / 9.50 eV
- Energy relative to the best compared isomer or geometry (same formula, charge and spin): 101.9 kcal/mol
- Charge: +2
- HOMO (spin up / spin down): -17.07 / -17.12 eV
- LUMO (spin up / spin down): -0.2676 / -0.2800 Eh

***

# 6
Density functional theory data (wB97M-V/def2-TZVPD) for a cluster of 3 separate species, C3H8N4O in total in a non-equilibrium geometry.

Last columns: bonded neighbours and bond lengths (Å).
Positions of all 16 atoms, in Å:
1 C -1.87538 -1.11787 0.53642  C2 1.435, H4 1.169, H5 1.120, H6 1.065
2 C -0.75646 -0.47545 -0.09145  C1 1.435, N12 1.334, N13 1.245
3 C 1.45198 -0.91268 -0.60197  H8 0.986, N13 1.316, N14 1.283
4 H -2.76174 -1.32833 -0.19686  C1 1.169
5 H -2.43645 -0.65051 1.38566  C1 1.120
6 H -1.62698 -2.13680 0.71979  C1 1.065
7 H -1.51887 2.35550 -0.71125  O16 1.106
8 H 2.19676 -1.45101 -0.95895  C3 0.986
9 H 3.04323 0.02803 -0.02341  N14 0.986
10 H 2.56279 1.77057 1.01791  no bonds
11 H 0.69933 1.80419 -0.14112  no bonds
12 N -0.68556 0.78773 -0.51495  C2 1.334, O16 1.411
13 N 0.18027 -1.21532 -0.44669  C2 1.245, C3 1.316
14 N 2.08678 0.14109 -0.23679  C3 1.283, H9 0.986, N15 1.494
15 N 1.41045 1.03047 0.75509  N14 1.494
16 O -1.97015 1.37038 -0.49143  H7 1.106, N12 1.411

Computed properties:
- Gap between HOMO and LUMO: 8.11 eV
- Energy relative to the best compared isomer or geometry (same formula, charge and spin): 208.0 kcal/mol
- HOMO: -7.66 eV
- LUMO: 0.0164 Eh

***

# 7
Density functional theory data (wB97M-V/def2-TZVPD) for the molecule C3H8N4O in a non-equilibrium geometry.

Last columns: bonded neighbours and bond lengths (Å).
Positions of all 16 atoms, in Å:
1 C 0.27194 1.13077 -1.54874  N2 1.443, H14 1.086, H15 1.087, H16 1.098
2 N -0.66615 1.23508 -0.45703  C1 1.443, C3 1.460, H9 1.019
3 C -0.28085 1.36421 0.94540  N2 1.460, N7 1.347, O8 1.212
4 C 0.19553 -0.87651 0.71631  N5 1.380, N6 1.379, N7 1.305
5 N -1.02427 -1.52209 0.74053  C4 1.380, H10 1.006, H11 1.008
6 N 1.28505 -1.70119 0.52938  C4 1.379, H12 1.010, H13 1.008
7 N 0.41970 0.26958 1.29984  C3 1.347, C4 1.305
8 O -0.74825 2.22630 1.65738  C3 1.212
9 H -1.37824 1.93624 -0.65653  N2 1.019
10 H -1.83542 -0.92652 0.73113  N5 1.006
11 H -1.10914 -2.37703 0.21378  N5 1.008
12 H 2.16260 -1.31880 0.85144  N6 1.010
13 H 1.14659 -2.69930 0.52844  N6 1.008
14 H -0.27179 0.99665 -2.47957  C1 1.086
15 H 0.90569 0.25847 -1.40752  C1 1.087
16 H 0.92701 2.00414 -1.66423  C1 1.098

Computed properties:
- Gap between HOMO and LUMO: 9.64 eV
- Energy relative to the best compared isomer or geometry (same formula, charge and spin): 18.9 kcal/mol
- HOMO: -9.05 eV
- LUMO: 0.0215 Eh

***

# 8
Density functional theory data (wB97M-V/def2-TZVPD) for the molecule C3H8N4O in a non-equilibrium geometry.

Last columns: bonded neighbours and bond lengths (Å).
Positions of all 16 atoms, in Å:
1 C 1.84976 -0.49997 0.71588  H4 1.099, H5 1.078, H6 1.079, N12 1.433
2 C -0.31373 1.38608 -0.12755  N13 1.388, N14 1.377, O16 1.225
3 C -1.95024 -0.95706 -0.63150  H10 1.074, H11 1.083, N15 1.291
4 H 1.21016 -0.24062 1.57159  C1 1.099
5 H 2.64048 0.21777 0.57016  C1 1.078
6 H 2.29342 -1.47036 0.87539  C1 1.079
7 H 0.40141 -1.30792 -0.53896  N12 1.020
8 H 1.18046 1.19351 -1.46331  N13 0.997
9 H -1.54305 1.26578 1.40489  N14 1.006
10 H -1.32052 -0.75670 -1.47868  C3 1.074
11 H -2.67951 -1.75664 -0.67161  C3 1.083
12 N 1.09729 -0.56339 -0.50207  C1 1.433, H7 1.020, N13 1.370
13 N 0.57723 0.64343 -0.89062  C2 1.388, H8 0.997, N12 1.370
14 N -1.11437 0.66000 0.72526  C2 1.377, H9 1.006, N15 1.386
15 N -1.96027 -0.42335 0.54433  C3 1.291, N14 1.386
16 O -0.36853 2.60944 -0.10321  C2 1.225

Computed properties:
- Gap between HOMO and LUMO: 10.33 eV
- Energy relative to the best compared isomer or geometry (same formula, charge and spin): 71.9 kcal/mol
- HOMO: -9.51 eV
- LUMO: 0.0304 Eh

***

# 9
Density functional theory data (wB97M-V/def2-TZVPD) for the molecule C3H8N4O in a non-equilibrium geometry.

Last columns: bonded neighbours and bond lengths (Å).
Positions of all 16 atoms, in Å:
1 C 0.00371 0.11210 -1.37279  C2 1.511, H6 1.168, N13 1.316
2 C -0.04219 1.20515 -0.33013  C1 1.511, C3 1.464, H7 1.208, O16 1.452
3 C -0.80628 1.34540 0.91121  C2 1.464, H9 1.153, N14 1.291
4 H 1.04920 -1.89517 -2.08134  N12 1.207
5 H -0.55191 -2.81690 -1.38993  N12 1.011
6 H 0.81858 -0.04666 -2.19389  C1 1.168
7 H -0.17375 2.23890 -0.94053  C2 1.208
8 H 1.37082 1.21118 1.37570  O16 1.111
9 H -1.30293 2.37320 1.07537  C3 1.153
10 H -0.19160 -0.96063 1.00820  N15 0.953
11 H -0.34794 -1.33199 2.50952  N15 1.171
12 N -0.09753 -1.97372 -1.71244  H4 1.207, H5 1.011, N13 1.296
13 N -0.51753 -1.01815 -0.94499  C1 1.316, N12 1.296
14 N -0.57543 0.70024 2.00524  C3 1.291, N15 1.407
15 N 0.10046 -0.51626 1.79900  H10 0.953, H11 1.171, N14 1.407
16 O 1.26432 1.37331 0.28180  C2 1.452, H8 1.111

Computed properties:
- Gap between HOMO and LUMO: 9.34 eV
- Energy relative to the best compared isomer or geometry (same formula, charge and spin): 171.4 kcal/mol
- HOMO: -8.86 eV
- LUMO: 0.0177 Eh

***

# 10
Density functional theory data (wB97M-V/def2-TZVPD) for the molecule C3H8N4O in a non-equilibrium geometry.

Last columns: bonded neighbours and bond lengths (Å).
Positions of all 16 atoms, in Å:
1 C -2.42714 -0.54713 -0.44543  H4 1.066, H5 1.113, H6 1.089, N12 1.442
2 C -0.25424 0.38145 -0.05046  C3 1.511, N12 1.266, N13 1.427
3 C 0.54156 -0.51852 -0.96745  C2 1.511, N15 1.343, O16 1.204
4 H -3.33467 -0.53259 0.11298  C1 1.066
5 H -2.69555 -0.17000 -1.45714  C1 1.113
6 H -2.01195 -1.54515 -0.58070  C1 1.089
7 H -0.06212 2.05679 1.17654  N13 1.022
8 H 2.18898 1.47796 1.57563  N14 1.005
9 H 1.12483 0.70784 2.57642  N14 1.052
10 H 2.33831 -1.29479 -1.66119  N15 1.065
11 H 2.28676 -0.77708 0.02900  N15 1.023
12 N -1.48523 0.30747 0.23376  C1 1.442, C2 1.266
13 N 0.48751 1.32452 0.72216  C2 1.427, H7 1.022, N14 1.396
14 N 1.45285 0.79401 1.58031  H8 1.005, H9 1.052, N13 1.396
15 N 1.86825 -0.71435 -0.90248  C3 1.343, H10 1.065, H11 1.023
16 O -0.01815 -0.95044 -1.94195  C3 1.204

Computed properties:
- Gap between HOMO and LUMO: 10.00 eV
- Energy relative to the best compared isomer or geometry (same formula, charge and spin): 55.0 kcal/mol
- HOMO: -9.18 eV
- LUMO: 0.0304 Eh

***

Q: Among the records above, which one has the lowest energy relative to the best compared isomer or geometry (same formula, charge and spin)?
A: C3H8N3S

***

Copy entry 6 word for word.
Density functional theory data (wB97M-V/def2-TZVPD) for a cluster of 3 separate species, C3H8N4O in total in a non-equilibrium geometry.

Last columns: bonded neighbours and bond lengths (Å).
Positions of all 16 atoms, in Å:
1 C -1.87538 -1.11787 0.53642  C2 1.435, H4 1.169, H5 1.120, H6 1.065
2 C -0.75646 -0.47545 -0.09145  C1 1.435, N12 1.334, N13 1.245
3 C 1.45198 -0.91268 -0.60197  H8 0.986, N13 1.316, N14 1.283
4 H -2.76174 -1.32833 -0.19686  C1 1.169
5 H -2.43645 -0.65051 1.38566  C1 1.120
6 H -1.62698 -2.13680 0.71979  C1 1.065
7 H -1.51887 2.35550 -0.71125  O16 1.106
8 H 2.19676 -1.45101 -0.95895  C3 0.986
9 H 3.04323 0.02803 -0.02341  N14 0.986
10 H 2.56279 1.77057 1.01791  no bonds
11 H 0.69933 1.80419 -0.14112  no bonds
12 N -0.68556 0.78773 -0.51495  C2 1.334, O16 1.411
13 N 0.18027 -1.21532 -0.44669  C2 1.245, C3 1.316
14 N 2.08678 0.14109 -0.23679  C3 1.283, H9 0.986, N15 1.494
15 N 1.41045 1.03047 0.75509  N14 1.494
16 O -1.97015 1.37038 -0.49143  H7 1.106, N12 1.411

Computed properties:
- Gap between HOMO and LUMO: 8.11 eV
- Energy relative to the best compared isomer or geometry (same formula, charge and spin): 208.0 kcal/mol
- HOMO: -7.66 eV
- LUMO: 0.0164 Eh

***

Q: What is the energy relative to the best compared isomer or geometry (same formula, charge and spin) in the third record?
A: 168.4 kcal/mol